Here is 6 unconnected molecules or ions with the total composition C24H37F12NO11 from the OMol25 dataset. Energies are from ωB97M-V/def2-TZVPD.

The geometry in XYZ format:
```
85
Properties=species:S:1:pos:R:3
C -3.030 3.850 -3.751
C -2.567 3.557 -5.147
N -2.192 3.273 -6.201
H -4.092 3.608 -3.729
H -2.960 4.931 -3.635
H -2.547 3.245 -2.983
C -1.493 0.828 3.392
O -1.296 -0.173 2.395
C -0.086 -0.262 1.699
C -0.489 -0.834 0.306
O -1.286 0.125 -0.454
C -0.876 0.193 -1.837
C -1.549 1.205 -2.758
O -1.558 2.554 -2.116
C -2.705 2.780 -1.316
H -2.413 0.747 3.971
H -1.525 1.892 3.159
H -0.688 0.799 4.126
H 0.783 -0.664 2.219
H 0.235 0.759 1.494
H -1.054 -1.758 0.426
H 0.423 -1.134 -0.209
H -0.627 -0.781 -2.258
H 0.132 0.597 -1.736
H -2.606 1.004 -2.937
H -0.965 1.207 -3.678
H -2.833 1.913 -0.669
H -3.560 3.042 -1.940
H -2.419 3.605 -0.663
C 1.557 -4.505 -3.525
C 1.343 -3.170 -2.853
O 1.634 -2.033 -3.644
C 1.453 -0.780 -3.054
O 1.142 -0.548 -1.886
C 1.573 0.375 -4.143
F 1.611 -0.124 -5.421
F 0.570 1.203 -4.052
F 2.617 1.100 -3.838
H 2.510 -4.981 -3.291
H 1.479 -4.438 -4.611
H 0.808 -5.221 -3.187
H 1.808 -2.953 -1.891
H 0.277 -3.103 -2.638
C 1.728 -2.209 1.018
C 2.349 -1.543 -0.199
O 3.623 -1.223 0.035
C 3.905 -0.060 0.717
O 3.014 0.816 0.978
C 5.407 0.157 0.962
F 5.662 -0.144 2.178
F 6.234 -0.465 0.069
F 5.639 1.507 0.790
H 1.269 -1.498 1.705
H 2.218 -3.008 1.574
H 0.885 -2.725 0.557
H 1.690 -0.684 -0.318
H 2.177 -2.214 -1.041
C 4.336 2.227 3.348
C 2.888 1.727 3.473
O 2.938 0.410 3.914
C 1.855 -0.233 3.938
O 0.732 0.277 3.593
C 2.003 -1.645 4.458
F 2.010 -1.521 5.804
F 0.933 -2.327 4.077
F 3.104 -2.265 3.965
H 4.359 3.280 3.628
H 4.644 2.414 2.320
H 5.152 1.778 3.914
H 2.420 1.900 2.504
H 2.303 2.278 4.210
C -4.702 -0.403 3.013
C -3.582 -0.398 1.901
O -3.972 -1.002 0.625
C -4.338 -0.105 -0.354
O -4.499 1.127 -0.253
C -4.485 -0.773 -1.753
F -4.590 -2.131 -1.733
F -5.536 -0.266 -2.214
F -3.449 -0.393 -2.582
H -5.657 -0.002 2.672
H -4.420 0.310 3.787
H -4.865 -1.404 3.413
H -2.810 -1.077 2.264
H -3.112 0.585 1.904
```

- Multiplicity: 1
- Orbital gap: 8.9959 eV
- SMILES: CCOC(=O)C(F)(F)F.CCOC(=O)C(F)(F)F.CCOC(=O)C(F)(F)F.CCOC(=O)C(F)(F)F.COCCOCCOC.CC#N